Here is a single C25H21N3O6S molecule from OMol25. Energies are from the ωB97M-V functional and the def2-TZVPD basis.

Results
SMILES: COc1ccc(S(=O)(=O)N2CCc3ccccc32)cc1C(=O)OCc1nnc(-c2ccccc2)o1
Multiplicity: 1
Energy relative to the best compared isomer or geometry (same formula, charge and spin), kJ/mol: 0.0

Geometry as XYZ:
```
56
Properties=species:S:1:pos:R:3:forces:R:3:mulliken_charge:R:1
C 1.43838 1.53944 1.21301 0.1 0.3 0.0 -0.849
O 0.80778 0.29445 1.00725 -0.2 -0.1 0.0 -0.255
C -0.51704 0.18188 1.22024 -0.3 -0.1 0.0 0.674
C -1.33593 1.22785 1.65082 0.2 0.0 0.0 -0.624
C -2.70240 1.05040 1.76450 0.0 -0.1 0.1 -0.632
C -3.26955 -0.17403 1.46855 -0.7 0.0 0.1 -0.273
S -5.05182 -0.33076 1.33709 0.2 -0.1 0.1 1.188
O -5.65373 0.85005 1.87396 0.2 0.2 -0.2 -0.682
O -5.48364 -1.60710 1.81821 0.2 -0.2 -0.2 -0.703
N -5.26542 -0.31992 -0.33306 -0.2 0.0 1.2 -0.052
C -5.14249 -1.59070 -1.04845 -0.2 -0.7 -0.3 -0.707
C -3.93907 -1.45690 -2.00288 0.1 0.0 0.0 -0.559
C -3.66789 0.01913 -1.97327 -0.3 0.0 0.2 1.241
C -2.78120 0.77872 -2.70393 0.0 0.1 0.0 -0.714
C -2.70635 2.14429 -2.45445 0.1 0.0 -0.1 -0.595
C -3.50790 2.73201 -1.49036 0.0 0.0 0.1 -0.508
C -4.40069 1.97502 -0.74310 -0.1 0.0 -0.1 -0.685
C -4.46593 0.61956 -0.99824 0.5 0.7 -0.8 -0.532
C -2.47918 -1.22998 1.06966 0.3 -0.1 0.0 -0.369
C -1.10650 -1.06942 0.94835 0.0 0.2 0.0 0.398
C -0.31860 -2.21609 0.42506 -0.3 0.0 -0.2 0.406
O -0.72981 -2.97474 -0.41455 0.0 -0.1 0.0 -0.658
O 0.87744 -2.30861 1.01230 0.1 0.0 0.4 -0.269
C 1.82061 -3.23061 0.47476 0.1 -0.2 -0.1 -0.708
C 2.92063 -2.44998 -0.15170 -0.1 -0.2 -0.5 0.799
N 3.31051 -2.46841 -1.38406 -1.2 -1.0 0.4 -0.644
N 4.29319 -1.56282 -1.50263 1.1 1.1 0.3 -0.319
C 4.46012 -1.01988 -0.33180 -0.3 -0.6 -0.8 0.447
C 5.39367 0.02479 0.02208 0.2 0.4 0.4 0.416
C 5.42836 0.53189 1.32028 0.0 -0.1 -0.2 -0.293
C 6.32287 1.53561 1.64004 0.1 0.1 0.0 -0.703
C 7.18232 2.03546 0.67447 0.0 0.0 0.0 -0.386
C 7.14821 1.53161 -0.61741 0.0 0.0 0.0 -0.558
C 6.25808 0.52926 -0.94926 -0.1 -0.1 0.1 -0.469
O 3.61296 -1.55263 0.57972 0.1 0.2 0.2 -0.261
H 2.48491 1.38387 0.95387 -0.1 0.0 0.0 0.042
H 1.01720 2.31307 0.56447 0.0 0.0 0.0 0.405
H 1.36883 1.85529 2.25790 0.0 0.0 0.0 0.400
H -0.91390 2.19255 1.88068 0.1 0.1 0.0 0.463
H -3.34456 1.85652 2.08052 0.0 0.2 0.0 0.507
H -5.05169 -2.39731 -0.32264 0.0 -0.1 -0.2 0.334
H -6.06973 -1.73977 -1.61024 0.1 -0.1 0.1 0.390
H -4.18802 -1.80624 -3.00453 0.0 0.0 0.0 0.464
H -3.06380 -2.01480 -1.66067 0.0 0.0 0.0 0.100
H -2.15262 0.32008 -3.45220 0.1 0.0 -0.1 0.491
H -2.01774 2.75189 -3.02232 0.0 0.1 -0.1 0.412
H -3.44025 3.79531 -1.31477 0.0 0.1 0.0 0.430
H -5.02738 2.41499 0.01521 -0.1 0.1 0.1 0.608
H -2.92010 -2.19088 0.85795 0.0 -0.2 -0.1 0.557
H 1.34671 -3.86419 -0.28122 0.2 0.1 0.1 0.372
H 2.19990 -3.83270 1.30611 -0.1 0.1 -0.1 0.309
H 4.75780 0.13354 2.06735 0.0 0.0 0.1 0.488
H 6.35196 1.92838 2.64545 0.0 0.0 0.1 0.396
H 7.88064 2.81838 0.92974 0.1 0.1 0.0 0.390
H 7.82000 1.92306 -1.36618 0.0 0.0 -0.1 0.398
H 6.21188 0.12017 -1.94564 0.0 0.0 -0.1 0.484
```
Positions in Å, forces in eV/Å.


Here is a molecular structure, C25H22BeINO2P from OMol25. Energies are from the ωB97M-V functional and the def2-TZVPD basis.

Results
Multiplicity: 1
Energy relative to the best compared isomer or geometry (same formula, charge and spin), kJ/mol: 0.0
Total charge: +1

Geometry as XYZ:
```
53
Properties=species:S:1:pos:R:3:forces:R:3:mulliken_charge:R:1
Be 0.24439 0.38180 0.63901 0.2 0.4 -1.3 0.010
I -1.72064 -1.11395 0.69272 -0.6 0.1 0.5 0.134
C -2.98122 -0.10216 2.15028 0.2 -0.6 -0.3 -0.175
C -3.78871 -1.01239 2.78763 0.4 0.0 -0.4 -0.618
C -4.74000 -0.60395 3.72514 -0.1 0.3 0.1 -0.864
C -4.86271 0.72579 3.99484 0.0 -0.3 0.0 -0.832
C -4.04166 1.67740 3.35516 0.1 -0.1 -0.2 1.099
C -4.25676 3.03540 3.66826 0.2 0.3 -0.1 -0.855
C -3.52535 4.02684 3.08311 -0.3 -0.1 0.2 -1.335
C -2.52193 3.66954 2.18525 0.1 -0.4 -0.2 -0.172
C -2.26220 2.35591 1.84023 0.3 0.4 0.0 0.962
P -0.87899 2.22194 0.65112 -0.6 0.4 0.1 1.178
C -1.60084 2.82497 -0.90883 0.3 -0.3 0.0 0.721
C -1.92859 1.86956 -1.87072 0.1 0.0 0.1 -0.151
C -2.49037 2.24998 -3.07564 -0.1 0.0 -0.1 -0.785
C -2.71347 3.59002 -3.33973 0.0 0.0 0.0 -0.559
C -2.38504 4.54604 -2.39133 0.0 0.1 0.0 -0.809
C -1.83735 4.17108 -1.17706 0.0 -0.1 0.0 -0.039
C 0.34225 3.43854 1.20189 0.2 -0.2 -0.1 0.504
C 0.74351 3.36539 2.53595 -0.2 0.0 0.0 -0.607
C 1.84472 4.07562 2.97084 0.1 0.0 0.0 -0.740
C 2.56498 4.85661 2.07762 -0.1 0.0 0.0 -0.544
C 2.17462 4.93076 0.75000 0.1 0.1 0.0 -0.747
C 1.07883 4.20979 0.30369 -0.2 0.0 0.0 -0.630
C -3.03751 1.29241 2.39804 -0.2 0.3 0.2 0.259
H -3.70588 -2.06468 2.55845 0.0 0.0 0.0 0.407
H -5.36354 -1.34058 4.20579 -0.1 0.0 0.1 0.415
H -5.59717 1.08221 4.70089 -0.1 0.0 0.1 0.402
H -5.02952 3.27033 4.38241 -0.1 0.0 0.1 0.427
H -3.70686 5.06645 3.30385 0.0 0.1 0.1 0.458
H -1.90962 4.44883 1.75443 0.0 0.1 0.0 0.253
H -1.75851 0.81957 -1.67446 0.0 0.0 0.0 0.040
H -2.75091 1.50054 -3.80753 0.0 -0.1 -0.1 0.445
H -3.14420 3.89206 -4.28127 0.0 0.0 -0.1 0.421
H -2.55760 5.59073 -2.59914 0.0 0.1 0.0 0.437
H -1.58791 4.92974 -0.44999 0.0 0.1 0.1 0.398
H 0.18508 2.74895 3.22895 0.1 0.0 0.1 0.426
H 2.15550 4.00724 4.00273 0.0 0.0 0.1 0.445
H 3.42703 5.40878 2.41807 0.1 0.1 0.0 0.418
H 2.72578 5.55076 0.05671 0.0 0.0 0.0 0.433
H 0.78690 4.26950 -0.73709 0.0 0.0 0.0 0.406
N 1.13320 0.42226 -0.99011 -0.4 -0.1 0.2 -0.013
C 2.55558 0.06791 -0.76475 0.5 -0.1 0.0 -0.879
C 3.12530 0.79528 0.44560 -0.1 -0.3 0.3 -0.078
C 2.53711 0.21079 1.73432 0.7 0.4 -0.6 0.753
O 3.20565 -0.17007 2.64941 0.1 -0.1 0.3 -0.611
O 1.22659 0.17268 1.70534 -0.6 -0.3 0.9 -0.607
H 0.79010 -0.15933 -1.75407 -0.2 0.1 0.1 0.328
H 1.10163 1.38059 -1.34002 -0.1 -0.1 0.0 0.324
H 3.14616 0.29556 -1.65790 -0.1 -0.1 0.1 0.444
H 2.60127 -1.00627 -0.58075 0.0 0.0 -0.1 0.400
H 2.85649 1.85214 0.41220 0.1 0.2 -0.1 -0.032
H 4.20900 0.70080 0.46822 0.0 0.0 0.0 0.336
```
Positions in Å, forces in eV/Å.


Computed HOMO energy, in the same sequence as the records: -8.578, -11.494 eV.
Computed Kohn-Sham gap, in the same sequence as the records: 8.6, 8.4 eV.
Computed max |F|, in the same sequence as the records: 1.63, 1.37 eV/A.